No. 1
{
  "formula": "C44H112N8O14",
  "method": "the ωB97M-V functional and the def2-TZVPD basis",
  "symbols": ["C", "O", "C", "C", "N", "C", "C", "O", "C", "H", "H", "H", "H", "H", "H", "H", "H", "H", "H", "H", "H", "H", "H", "H", "C", "O", "C", "C", "N", "C", "C", "O", "C", "H", "H", "H", "H", "H", "H", "H", "H", "H", "H", "H", "H", "H", "H", "H", "C", "O", "C", "C", "N", "C", "C", "O", "C", "H", "H", "H", "H", "H", "H", "H", "H", "H", "H", "H", "H", "H", "H", "H", "C", "O", "C", "C", "N", "C", "C", "O", "C", "H", "H", "H", "H", "H", "H", "H", "H", "H", "H", "H", "H", "H", "H", "H", "C", "O", "C", "C", "N", "C", "C", "O", "C", "H", "H", "H", "H", "H", "H", "H", "H", "H", "H", "H", "H", "H", "H", "H", "C", "O", "C", "C", "N", "C", "C", "O", "C", "H", "H", "H", "H", "H", "H", "H", "H", "H", "H", "H", "H", "H", "H", "H", "C", "C", "C", "O", "C", "N", "H", "H", "H", "H", "H", "H", "H", "H", "H", "H", "H", "C", "C", "C", "O", "C", "N", "H", "H", "H", "H", "H", "H", "H", "H", "H", "H", "H"],
  "xyz": [[-9.018, 3.227, -1.657], [-8.062, 4.179, -1.680], [-7.729, 4.828, -2.931], [-7.240, 3.856, -4.143], [-6.089, 2.947, -3.711], [-5.713, 2.065, -4.851], [-6.742, 0.950, -5.168], [-7.264, 0.295, -3.938], [-8.176, -0.740, -4.166], [-9.889, 3.616, -1.130], [-8.586, 2.386, -1.114], [-9.399, 2.794, -2.582], [-7.087, 5.686, -2.732], [-8.678, 5.267, -3.238], [-6.839, 4.494, -4.930], [-8.152, 3.341, -4.444], [-6.453, 2.304, -3.021], [-4.805, 1.550, -4.537], [-5.419, 2.519, -5.798], [-6.282, 0.127, -5.715], [-7.548, 1.306, -5.811], [-9.005, -0.425, -4.800], [-8.732, -1.047, -3.280], [-7.595, -1.539, -4.627], [6.786, 6.825, 5.432], [5.693, 6.263, 4.654], [4.762, 5.600, 5.508], [3.836, 4.630, 4.701], [2.865, 5.437, 3.898], [1.598, 4.705, 3.744], [0.661, 5.462, 2.738], [-0.555, 4.761, 2.351], [-1.361, 5.195, 1.269], [7.323, 7.585, 4.865], [7.526, 6.175, 5.897], [6.349, 7.389, 6.255], [4.266, 6.324, 6.154], [5.369, 4.976, 6.165], [3.296, 4.012, 5.418], [4.483, 3.918, 4.190], [2.711, 6.310, 4.382], [1.182, 4.659, 4.750], [1.697, 3.656, 3.466], [1.158, 5.488, 1.768], [0.630, 6.509, 3.040], [-1.172, 6.232, 0.989], [-2.442, 5.109, 1.376], [-0.966, 4.697, 0.383], [-4.541, 1.390, -0.739], [-3.438, 0.759, -1.443], [-2.199, 1.491, -1.294], [-1.017, 0.775, -1.937], [0.332, 1.527, -1.747], [0.776, 1.652, -0.378], [2.364, 1.694, -0.414], [2.935, 0.370, -0.580], [4.187, 0.172, -0.427], [-4.871, 2.304, -1.234], [-4.179, 1.516, 0.281], [-5.403, 0.730, -0.643], [-1.963, 1.473, -0.229], [-2.372, 2.536, -1.552], [-1.283, 0.688, -2.991], [-0.847, -0.256, -1.627], [1.093, 1.284, -2.366], [0.274, 0.878, 0.202], [0.251, 2.499, 0.063], [2.541, 1.858, 0.649], [2.855, 2.564, -0.851], [4.916, 0.746, -0.998], [4.132, -0.853, -0.795], [4.438, 0.190, 0.634], [3.280, -0.206, 9.655], [3.027, -1.330, 8.844], [3.388, -1.011, 7.496], [3.016, -2.178, 6.662], [3.629, -2.031, 5.355], [3.056, -0.922, 4.505], [3.483, -0.998, 2.992], [3.208, -2.185, 2.286], [1.916, -2.503, 1.947], [2.708, -0.392, 10.564], [2.869, 0.712, 9.236], [4.336, -0.016, 9.849], [4.453, -0.798, 7.401], [2.895, -0.097, 7.166], [1.957, -2.268, 6.421], [3.318, -3.068, 7.214], [3.739, -2.858, 4.786], [3.238, 0.060, 4.942], [1.968, -0.975, 4.536], [4.550, -0.820, 2.864], [3.035, -0.115, 2.536], [1.889, -3.328, 1.235], [1.540, -1.607, 1.452], [1.294, -2.869, 2.764], [-4.140, -8.212, -1.168], [-3.003, -7.453, -1.373], [-2.266, -6.747, -0.324], [-1.286, -5.946, -1.119], [-1.897, -4.597, -1.424], [-1.192, -3.896, -2.533], [0.311, -3.647, -2.107], [1.059, -4.819, -2.377], [2.325, -4.754, -1.736], [-4.731, -8.199, -2.083], [-4.781, -7.840, -0.368], [-3.937, -9.257, -0.933], [-1.876, -7.446, 0.415], [-2.897, -5.980, 0.125], [-1.007, -6.521, -2.002], [-0.339, -5.879, -0.584], [-2.831, -4.597, -1.808], [-1.667, -2.925, -2.671], [-1.170, -4.376, -3.511], [0.114, -3.437, -1.056], [0.826, -2.852, -2.646], [2.778, -5.743, -1.666], [2.307, -4.423, -0.698], [3.075, -4.124, -2.215], [-5.690, -2.770, -1.261], [-6.456, -3.150, -2.465], [-5.726, -3.936, -3.381], [-6.485, -4.368, -4.624], [-7.692, -5.080, -4.211], [-7.262, -6.459, -3.969], [-8.360, -7.346, -3.516], [-8.888, -6.931, -2.234], [-10.095, -7.514, -1.957], [-6.243, -2.034, -0.676], [-4.757, -2.333, -1.617], [-5.473, -3.722, -0.778], [-5.491, -4.859, -2.851], [-4.773, -3.505, -3.686], [-5.905, -5.032, -5.266], [-6.630, -3.446, -5.186], [-8.076, -4.846, -3.307], [-6.455, -6.533, -3.240], [-6.808, -6.983, -4.810], [-8.129, -8.411, -3.506], [-9.093, -7.255, -4.318], [-10.096, -8.601, -1.875], [-10.798, -7.191, -2.725], [-10.569, -7.111, -1.062], [7.968, 0.261, -0.584], [9.022, -0.829, -0.824], [10.028, -1.068, 0.231], [11.063, -0.025, 0.329], [11.830, 0.133, -0.756], [8.348, -2.082, -1.263], [8.511, 1.191, -0.416], [7.325, 0.138, 0.288], [7.260, 0.550, -1.361], [9.421, -0.459, -1.769], [10.456, -2.056, 0.065], [9.540, -1.131, 1.203], [12.770, 0.392, -0.269], [11.415, 0.981, -1.299], [12.102, -0.786, -1.276], [7.986, -1.933, -2.194], [9.036, -2.814, -1.167], [3.702, 6.921, 0.650], [4.571, 5.719, 1.212], [5.423, 4.893, 0.188], [4.466, 4.416, -0.783], [5.053, 3.661, -1.907], [5.474, 6.360, 2.146], [3.476, 7.652, 1.427], [2.726, 6.646, 0.248], [4.177, 7.502, -0.141], [3.896, 4.948, 1.583], [5.854, 4.039, 0.711], [6.231, 5.500, -0.220], [5.616, 4.263, -2.620], [4.378, 3.034, -2.489], [5.817, 3.021, -1.464], [4.968, 6.177, 3.000], [6.300, 5.785, 2.223]],
  "charge": -1,
  "e_above_lowest_ev": 1.545,
  "homo_lumo_gap_ev": [1.188, 7.983],
  "spin_multiplicity": 2
}

No. 2
{
  "formula": "C56H41F9N3O2P3PtTe",
  "method": "the ωB97M-V functional and the def2-TZVPD basis",
  "symbols": ["Pt", "Te", "C", "C", "C", "N", "C", "C", "C", "P", "C", "C", "C", "C", "C", "C", "C", "C", "C", "C", "C", "C", "P", "C", "C", "C", "C", "C", "C", "C", "C", "C", "C", "C", "C", "H", "H", "H", "H", "H", "H", "H", "H", "H", "H", "H", "H", "H", "H", "H", "H", "H", "H", "H", "H", "H", "H", "H", "H", "F", "C", "F", "F", "C", "C", "C", "C", "C", "C", "P", "C", "C", "C", "C", "C", "C", "C", "F", "F", "F", "C", "C", "C", "C", "C", "C", "C", "F", "F", "F", "H", "H", "H", "H", "H", "H", "H", "H", "H", "H", "H", "H", "C", "N", "C", "C", "C", "O", "N", "C", "O", "H", "H", "H", "H", "H"],
  "xyz": [[0.344, 0.449, -0.018], [-2.033, -2.131, 3.159], [-4.094, -2.405, 2.614], [-4.966, -1.341, 2.794], [-6.315, -1.556, 2.544], [-6.770, -2.725, 2.156], [-5.955, -3.737, 1.977], [-4.584, -3.629, 2.192], [-1.816, -0.525, 1.845], [-0.692, 0.794, 2.379], [-1.407, 1.301, 3.990], [-1.362, 0.380, 5.039], [-2.014, 0.634, 6.236], [-2.669, 1.840, 6.430], [-2.643, 2.792, 5.427], [-2.026, 2.525, 4.214], [0.847, -0.080, 2.995], [1.354, -1.192, 2.322], [2.494, -1.826, 2.787], [3.155, -1.336, 3.904], [2.694, -0.188, 4.530], [1.558, 0.453, 4.066], [-1.698, -0.795, 0.070], [-2.084, -2.537, -0.260], [-1.287, -3.549, 0.283], [-1.596, -4.880, 0.058], [-2.686, -5.212, -0.734], [-3.460, -4.210, -1.300], [-3.164, -2.877, -1.074], [-2.991, 0.162, -0.781], [-4.062, 0.732, -0.103], [-4.974, 1.509, -0.797], [-4.811, 1.733, -2.155], [-3.740, 1.171, -2.832], [-2.829, 0.386, -2.149], [-4.615, -0.378, 3.139], [-7.046, -0.771, 2.671], [-6.403, -4.667, 1.658], [-3.936, -4.478, 2.037], [-0.750, -0.513, 4.972], [-1.984, -0.106, 7.021], [-3.178, 2.039, 7.360], [-3.110, 3.752, 5.583], [-2.026, 3.275, 3.443], [0.830, -1.592, 1.450], [2.855, -2.715, 2.290], [4.026, -1.844, 4.283], [3.214, 0.207, 5.390], [1.199, 1.347, 4.556], [-0.391, -3.302, 0.839], [-0.976, -5.657, 0.477], [-2.915, -6.248, -0.926], [-4.299, -4.468, -1.925], [-3.774, -2.104, -1.518], [-4.167, 0.569, 0.960], [-5.810, 1.948, -0.274], [-5.521, 2.347, -2.689], [-3.609, 1.353, -3.889], [-1.985, -0.050, -2.665], [2.679, 5.219, -5.368], [3.496, 4.169, -5.578], [4.746, 4.647, -5.609], [3.218, 3.704, -6.797], [3.301, 3.132, -4.496], [3.250, 3.566, -3.174], [2.987, 2.654, -2.174], [2.776, 1.312, -2.489], [2.880, 0.878, -3.805], [3.144, 1.791, -4.813], [2.405, 0.224, -1.084], [4.035, 0.241, -0.275], [5.139, -0.227, -0.985], [6.409, -0.038, -0.477], [6.571, 0.628, 0.734], [5.473, 1.073, 1.456], [4.202, 0.878, 0.948], [7.976, 0.897, 1.225], [8.584, 1.802, 0.445], [7.996, 1.370, 2.474], [8.729, -0.209, 1.209], [2.071, -1.435, -1.748], [2.686, -2.595, -1.286], [2.193, -3.832, -1.663], [1.088, -3.911, -2.501], [0.493, -2.758, -3.003], [0.972, -1.524, -2.612], [0.514, -5.264, -2.846], [0.609, -6.116, -1.814], [-0.792, -5.174, -3.146], [1.119, -5.838, -3.885], [3.393, 4.610, -2.945], [2.916, 2.981, -1.144], [2.745, -0.164, -4.050], [3.212, 1.463, -5.839], [5.006, -0.725, -1.935], [7.272, -0.385, -1.023], [5.616, 1.583, 2.396], [3.339, 1.232, 1.496], [3.538, -2.533, -0.623], [2.651, -4.737, -1.293], [-0.348, -2.832, -3.675], [0.509, -0.610, -2.964], [-1.123, 4.440, -3.416], [-1.266, 3.927, -2.067], [-2.021, 4.562, -1.145], [-2.241, 4.054, 0.096], [-1.645, 2.797, 0.413], [-1.870, 2.180, 1.501], [-0.838, 2.254, -0.497], [-0.634, 2.731, -1.750], [0.057, 2.109, -2.537], [-2.067, 4.349, -3.955], [-0.362, 3.846, -3.919], [-0.823, 5.487, -3.404], [-2.460, 5.501, -1.454], [-2.859, 4.551, 0.822]],
  "charge": 2,
  "homo_lumo_gap_ev": [4.852, 4.591]
}

No. 3
{
  "formula": "C6H10O",
  "method": "the ωB97M-V functional and the def2-TZVPD basis",
  "symbols": ["C", "C", "C", "C", "C", "C", "O", "H", "H", "H", "H", "H", "H", "H", "H", "H", "H"],
  "xyz": [[1.999, -0.997, 1.660], [1.184, 0.293, 1.436], [1.125, 0.848, 0.219], [-0.143, 1.209, -0.441], [-0.875, 0.193, -0.967], [-2.353, 0.146, -1.023], [-0.188, -0.615, -1.928], [2.604, -0.940, 2.569], [2.625, -1.285, 0.808], [1.284, -1.820, 1.777], [0.513, 0.427, 2.292], [2.037, 0.684, -0.363], [-0.741, 2.105, -0.297], [-2.796, 1.115, -1.289], [-2.698, -0.587, -1.764], [-2.762, -0.077, -0.034], [-0.815, -0.698, -2.655]],
  "charge": 0,
  "e_above_lowest_ev": 2.919,
  "homo_lumo_gap_ev": 8.739,
  "smiles": "C/C=C/C=C(/C)O"
}

No. 4
{
  "formula": "C12H19Cl2N2O2",
  "method": "the ωB97M-V functional and the def2-TZVPD basis",
  "symbols": ["C", "O", "C", "C", "Cl", "C", "C", "Cl", "C", "C", "C", "N", "C", "C", "N", "C", "C", "O", "H", "H", "H", "H", "H", "H", "H", "H", "H", "H", "H", "H", "H", "H", "H", "H", "H", "H", "H"],
  "xyz": [[-3.626, -1.969, 0.521], [-2.304, -1.445, 0.573], [-2.060, -0.115, 0.440], [-2.793, 0.811, -0.317], [-4.167, 0.372, -1.274], [-2.409, 2.144, -0.367], [-1.288, 2.583, 0.317], [-0.814, 4.237, 0.235], [-0.536, 1.681, 1.053], [-0.911, 0.349, 1.109], [-0.076, -0.612, 1.911], [1.085, -1.122, 1.128], [0.727, -1.909, -0.084], [1.054, -1.087, -1.333], [2.468, -0.747, -1.271], [2.841, 0.589, -1.712], [2.382, 1.614, -0.665], [2.590, 1.120, 0.652], [-4.339, -1.301, 1.002], [-3.581, -2.908, 1.071], [-3.935, -2.169, -0.506], [-2.991, 2.836, -0.954], [0.336, 2.019, 1.590], [-0.688, -1.461, 2.219], [0.316, -0.102, 2.792], [1.661, -1.690, 1.751], [1.692, -0.295, 0.821], [1.317, -2.826, -0.098], [-0.331, -2.166, -0.052], [0.783, -1.665, -2.223], [0.454, -0.175, -1.333], [3.025, -1.441, -1.754], [2.427, 0.866, -2.690], [3.931, 0.609, -1.786], [1.311, 1.806, -0.739], [2.909, 2.560, -0.810], [3.540, 1.010, 0.784]],
  "charge": 1,
  "e_above_lowest_ev": 0.134,
  "homo_lumo_gap_ev": 9.068,
  "smiles": "COc1c(Cl)cc(Cl)cc1C[NH2+]CCNCCO"
}

No. 5
{
  "formula": "C3H7NO4S",
  "method": "the ωB97M-V functional and the def2-TZVPD basis",
  "symbols": ["N", "C", "O", "C", "C", "O", "H", "H", "H", "H", "H", "O", "S", "O", "H", "H"],
  "xyz": [[2.217, 0.229, 0.455], [1.125, 0.670, -0.354], [-0.090, 0.172, 0.065], [0.131, 1.493, 0.427], [-0.759, 2.476, -0.346], [-1.155, 2.392, -1.497], [1.728, -0.422, 1.152], [2.866, -0.225, -0.190], [1.222, 0.918, -1.432], [0.469, 1.629, 1.398], [-0.991, 3.398, 0.090], [-2.529, -1.936, -0.199], [-1.552, -2.674, 0.947], [-0.649, -3.779, 0.153], [-2.108, -1.154, -0.508], [0.073, -3.187, -0.160]],
  "charge": 0,
  "e_above_lowest_ev": 3.486,
  "homo_lumo_gap_ev": 9.089,
  "smiles": "N[C@H]1O[C@@H]1C=O.OSO"
}

No. 6
{
  "formula": "C20H23N3O3S",
  "method": "the ωB97M-V functional and the def2-TZVPD basis",
  "symbols": ["O", "C", "N", "C", "C", "C", "C", "O", "N", "C", "C", "O", "C", "C", "C", "C", "C", "N", "C", "C", "C", "C", "C", "C", "C", "C", "S", "H", "H", "H", "H", "H", "H", "H", "H", "H", "H", "H", "H", "H", "H", "H", "H", "H", "H", "H", "H", "H", "H", "H"],
  "xyz": [[1.254, -2.235, -0.651], [0.425, -1.932, -1.488], [-0.490, -0.933, -1.336], [-0.662, -0.100, -0.225], [-0.336, -0.513, 1.055], [-0.596, 0.312, 2.144], [-0.322, -0.139, 3.540], [-1.182, -0.077, 4.402], [0.907, -0.657, 3.788], [2.088, -0.510, 2.968], [3.108, 0.367, 3.710], [3.415, -0.149, 4.982], [2.255, -0.255, 5.779], [1.214, -1.158, 5.114], [-1.242, 1.524, 1.942], [-1.556, 1.947, 0.663], [-1.243, 1.166, -0.444], [-1.537, 1.536, -1.763], [-2.505, 2.582, -2.025], [-2.555, 2.607, -3.555], [-1.134, 2.195, -3.983], [-0.433, 1.815, -2.673], [0.350, -2.622, -2.783], [-0.474, -2.458, -3.868], [-0.177, -3.351, -4.913], [0.864, -4.176, -4.610], [1.503, -3.885, -3.049], [-1.097, -0.704, -2.110], [0.094, -1.490, 1.197], [1.841, -0.052, 2.012], [2.523, -1.500, 2.789], [4.049, 0.406, 3.159], [2.701, 1.387, 3.808], [2.576, -0.670, 6.735], [1.819, 0.743, 5.941], [0.290, -1.174, 5.693], [1.616, -2.173, 5.020], [-1.490, 2.137, 2.794], [-2.042, 2.901, 0.528], [-3.463, 2.333, -1.568], [-2.172, 3.562, -1.649], [-2.834, 3.589, -3.931], [-3.287, 1.884, -3.915], [-0.609, 3.008, -4.482], [-1.165, 1.348, -4.667], [0.233, 0.959, -2.777], [0.164, 2.664, -2.302], [-1.269, -1.736, -3.930], [-0.712, -3.379, -5.845], [1.292, -4.945, -5.223]],
  "charge": 0,
  "e_above_lowest_ev": 1.621,
  "homo_lumo_gap_ev": 8.424,
  "smiles": "O=C(Nc1cc(C(=O)N2CCOCC2)ccc1N1CCCC1)c1cccs1"
}

No. 7
{
  "formula": "C4H5N3O2",
  "method": "the ωB97M-V functional and the def2-TZVPD basis",
  "symbols": ["C", "C", "C", "C", "N", "N", "N", "O", "O", "H", "H", "H", "H", "H"],
  "xyz": [[-1.888, -1.167, -0.381], [-1.211, -0.014, -0.452], [-0.147, -1.485, 0.749], [1.016, 0.703, 0.372], [-1.218, -2.053, 0.410], [-0.072, -0.147, 0.246], [0.954, 2.030, -0.136], [0.061, 2.442, -0.850], [1.903, 2.675, 0.165], [-2.958, -1.494, -0.659], [-1.668, 0.875, -0.844], [0.780, -1.869, 1.243], [2.665, -1.076, -0.951], [1.784, 0.579, 1.088]],
  "charge": 0,
  "e_above_lowest_ev": 9.470,
  "homo_lumo_gap_ev": [8.175, 7.692]
}

No. 8
{
  "formula": "C2H4ClNO2",
  "method": "the ωB97M-V functional and the def2-TZVPD basis",
  "symbols": ["C", "C", "Cl", "N", "O", "O", "H", "H", "H", "H"],
  "xyz": [[0.259, 0.063, 0.497], [0.492, 0.044, -0.984], [1.657, 1.279, -1.516], [1.186, -1.221, -1.417], [1.183, -1.393, -2.633], [1.629, -2.005, -0.612], [1.141, -0.336, 1.100], [-0.528, -0.617, 0.492], [0.004, 0.987, 1.096], [-0.395, 0.139, -1.662]],
  "charge": 0,
  "e_above_lowest_ev": 3.179,
  "homo_lumo_gap_ev": 11.070,
  "smiles": "C[C@@H](Cl)[N+](=O)[O-]"
}